[1]
DFT (ωB97M-V with the def2-TZVPD basis set) results for a gas-phase ion, C6H14NO (charge +1) at a distorted geometry.

XYZ file:
```
22
Properties=species:S:1:pos:R:3:forces:R:3
O -2.333 -2.217 -0.711 -0.027 0.112 0.157
C -1.223 -2.216 -1.144 -0.372 -0.741 -0.018
C -0.122 -1.378 -0.523 0.563 0.820 -0.001
C -0.687 -0.144 0.155 -0.763 0.323 0.580
C 0.232 1.061 0.443 -0.426 -1.156 -0.188
C -0.652 2.228 0.884 -0.265 0.483 -0.510
C 1.240 0.664 1.519 0.640 0.874 -0.557
N 0.826 -0.973 -1.661 0.181 -0.504 0.103
H -0.986 -2.844 -2.028 0.286 0.103 0.011
H 0.524 -1.918 0.178 -0.252 -0.269 -0.225
H -1.620 0.146 -0.336 0.288 0.146 -0.285
H -1.035 -0.447 1.142 -0.120 -0.386 0.003
H 0.774 1.267 -0.484 0.053 0.711 -0.037
H -0.622 2.320 1.963 0.016 0.142 0.177
H -1.708 2.104 0.602 0.329 -0.158 0.047
H -0.360 3.181 0.431 0.208 -0.165 0.261
H 0.734 0.497 2.465 0.033 -0.359 0.086
H 1.941 1.491 1.666 -0.087 -0.041 0.138
H 1.871 -0.174 1.205 -0.205 -0.207 0.290
H 1.364 -0.156 -1.369 0.040 0.077 -0.042
H 0.358 -0.757 -2.543 -0.167 0.147 0.083
H 1.481 -1.733 -1.854 0.048 0.047 -0.074
```
Forces are in eV/Å.

**Energy above the lowest of the compared OMol25 structures with the same formula, charge and spin**: 23.4 kcal per mole
**Multiplicity**: 1
**LUMO level**: -4.042 eV
**E_HOMO**: -14.7 eV
**Kohn-Sham gap**: 10.640 eV
**Energy**: -9979.228 eV
**SMILES**: CC(C)C[C@H]([NH3+])C=O
**Charge**: +1



[2]
DFT (ωB97M-V with the def2-TZVPD basis set) results for a molecular structure, C46H36Br4LuN2O2P2 at a distorted geometry.

XYZ file:
```
93
Properties=species:S:1:pos:R:3:forces:R:3
Lu 1.241 0.168 -0.684 -0.298 0.551 -0.234
C -3.747 1.620 -0.081 -0.435 -0.127 0.161
C -2.886 2.785 -0.431 0.877 0.884 -0.818
C -3.461 4.071 -0.569 -1.062 1.322 0.755
C -2.655 5.172 -0.822 -0.655 -0.171 0.233
C -1.293 4.944 -1.014 -0.242 0.987 -0.002
C -0.447 6.046 -1.336 0.076 -0.182 0.202
Br -1.118 7.800 -1.558 -0.030 0.055 0.004
C 0.873 5.863 -1.467 0.902 -1.826 0.163
C 1.429 4.517 -1.338 -0.746 1.436 -0.198
Br 3.305 4.319 -1.497 -0.220 0.028 0.006
C 0.632 3.424 -1.118 0.453 -0.060 0.371
O 1.137 2.206 -1.047 -0.185 -0.653 -0.057
C -0.782 3.642 -0.869 0.633 0.880 -1.045
N -1.565 2.606 -0.625 -1.624 -1.129 0.614
H -3.718 1.513 1.008 0.151 -0.322 0.005
H -3.415 0.691 -0.587 -0.399 0.663 0.480
H -4.809 1.851 -0.273 0.506 -0.253 -0.306
H -4.554 4.293 -0.349 1.432 -0.762 -0.411
H -2.984 6.246 -0.847 -0.102 -1.524 -0.042
H 1.503 6.693 -1.671 0.606 0.383 -0.161
C -1.800 -1.278 1.282 -0.643 0.309 -0.208
C -1.237 0.133 1.377 -0.270 -0.457 0.457
P 0.487 0.501 1.951 -0.185 0.275 -0.459
C 0.198 2.204 2.568 -0.986 -0.564 1.861
C 1.002 3.235 2.120 0.220 0.049 -1.037
C 0.719 4.567 2.369 -1.125 -0.474 0.887
C -0.319 4.875 3.283 1.471 0.629 -1.203
C -1.048 3.868 3.848 -0.454 -2.370 0.600
C -0.837 2.510 3.508 1.864 2.172 -1.660
C 0.965 -0.709 3.191 0.002 -0.414 0.701
C 2.199 -1.362 3.139 0.068 1.240 -0.654
C 2.559 -2.333 4.043 -0.308 -0.179 -0.182
C 1.673 -2.693 5.038 -0.062 0.127 1.252
C 0.465 -1.997 5.198 0.744 -0.637 -1.324
C 0.116 -1.069 4.230 -1.433 0.703 0.688
C -1.164 -2.233 0.305 -0.679 0.309 0.128
P -1.101 -1.653 -1.423 -0.154 0.586 0.265
C -2.828 -1.251 -1.884 -0.321 0.011 -0.695
C -3.953 -1.923 -1.370 -0.077 0.077 0.306
C -5.233 -1.641 -1.834 0.555 0.509 -0.375
C -5.383 -0.678 -2.841 -1.802 -0.780 0.702
C -4.320 0.034 -3.302 1.044 0.675 -0.887
C -3.041 -0.282 -2.886 0.733 -0.628 0.720
C -0.762 -3.215 -2.240 0.906 0.690 -0.496
C 0.173 -3.263 -3.274 -0.468 -0.543 -0.859
C 0.365 -4.449 -3.970 1.061 -0.430 0.405
C -0.238 -5.610 -3.535 -0.071 -0.337 0.174
C -1.111 -5.570 -2.462 -0.050 -0.900 -0.323
C -1.379 -4.371 -1.832 0.015 -1.011 -1.006
H -2.884 -1.222 1.034 0.590 0.358 0.041
H -1.808 -1.751 2.246 0.251 -0.184 0.667
H -1.946 0.694 1.969 0.045 0.326 0.490
H -1.293 0.665 0.438 -0.060 0.144 -0.608
H 1.805 2.998 1.432 0.029 0.026 -0.023
H 1.252 5.305 1.798 0.199 0.407 0.259
H -0.472 5.916 3.513 -0.311 0.110 0.145
H -1.808 3.962 4.619 0.072 0.787 -0.204
H -1.486 1.824 3.959 -0.629 -1.255 0.392
H 2.924 -0.984 2.430 0.086 -0.327 -0.273
H 3.510 -2.818 3.924 0.275 -0.149 0.156
H 1.988 -3.429 5.789 -0.304 0.183 -0.425
H -0.251 -2.271 5.940 -0.168 -0.053 0.562
H -0.874 -0.575 4.356 0.773 -0.319 -0.282
H -1.749 -3.135 0.415 0.125 -0.498 -0.300
H -0.135 -2.434 0.530 0.455 -0.391 0.325
H -3.869 -2.656 -0.573 0.228 0.044 -0.096
H -6.118 -2.109 -1.412 0.268 -0.137 -0.114
H -6.400 -0.542 -3.225 0.465 0.325 0.090
H -4.394 0.845 -4.021 -0.385 -0.275 -0.047
H -2.182 0.198 -3.356 -0.197 0.089 0.268
H 0.690 -2.420 -3.698 0.037 0.591 0.454
H 1.154 -4.550 -4.714 -0.376 0.370 -0.138
H -0.011 -6.566 -3.995 -0.039 0.128 -0.107
H -1.580 -6.520 -2.165 0.073 0.680 0.093
H -2.160 -4.400 -1.137 -0.803 0.281 1.215
Br 2.169 -4.744 0.691 -0.050 0.068 0.208
C 3.458 -3.428 0.251 -1.134 -0.724 -0.184
C 4.800 -3.823 0.254 -0.201 1.503 -0.755
C 5.729 -2.976 -0.279 0.422 -0.345 0.416
Br 7.537 -3.475 -0.144 0.295 -0.013 -0.226
C 5.369 -1.718 -0.813 0.227 0.061 -0.280
C 6.190 -0.837 -1.577 1.052 -2.113 1.125
C 5.681 0.302 -2.042 1.692 1.825 -1.604
C 4.417 0.690 -1.696 -1.355 0.904 -0.704
N 3.592 -0.091 -1.054 -0.726 -0.641 0.080
C 4.036 -1.346 -0.687 -1.694 0.583 0.288
C 2.993 -2.224 -0.213 0.198 0.331 0.128
O 1.705 -1.850 -0.254 1.745 -0.161 -0.055
H 5.042 -4.782 0.610 0.428 -0.917 0.438
H 7.224 -1.139 -1.759 -0.360 0.144 -0.066
H 6.269 0.962 -2.717 -0.423 -0.538 0.733
H 4.032 1.632 -2.086 -0.052 -0.047 0.422
```
Forces are in eV/Å.

**Energy above the lowest of the compared OMol25 structures with the same formula, charge and spin**: 0.0 kcal per mole
**Multiplicity**: 1
**LUMO level**: -2.960 eV
**E_HOMO**: -10.2 eV
**Kohn-Sham gap**: 7.214 eV
**Energy**: -387728.449 eV
**Charge**: +1



[3]
DFT (ωB97M-V with the def2-TZVPD basis set) results for a molecular structure, C13H28NO8PS.

XYZ file:
```
52
Properties=species:S:1:pos:R:3:forces:R:3
N -1.485 2.492 0.516 0.115 -0.039 0.017
C -0.264 2.826 -0.198 -0.089 0.034 0.007
C 0.272 1.725 -1.105 0.065 0.017 0.042
C 0.704 0.434 -0.438 0.159 -0.070 0.040
O -0.406 -0.491 -0.255 0.091 0.085 0.084
S 0.145 -1.677 0.648 -0.101 0.213 0.137
O -0.908 -2.157 1.469 0.028 -0.143 -0.211
O 0.921 -2.553 -0.159 -0.044 -0.100 0.110
O 1.118 -0.787 1.538 0.067 0.072 -0.065
C 1.278 0.543 0.975 -0.009 -0.152 0.132
P 3.062 1.007 1.013 -0.059 0.083 0.005
O 3.471 1.730 2.234 -0.002 -0.021 -0.023
H -1.447 2.660 1.509 -0.007 -0.005 -0.018
H -1.882 1.580 0.337 -0.022 0.095 -0.025
H -0.445 3.697 -0.838 0.098 0.004 -0.002
H 0.532 3.130 0.494 -0.063 0.003 0.021
H 1.163 2.108 -1.610 -0.083 0.059 -0.071
H -0.446 1.485 -1.893 -0.020 -0.062 0.047
H 1.434 -0.086 -1.070 -0.065 0.030 -0.076
H 0.708 1.222 1.610 -0.026 0.028 -0.103
H 3.152 1.688 -0.213 0.017 0.018 0.034
H 3.637 -0.245 0.742 0.063 0.041 -0.034
C -3.442 -5.395 -0.240 -0.049 -0.013 -0.005
C -4.381 -4.238 0.000 0.055 -0.018 0.057
O -5.313 -4.007 -0.738 0.012 -0.008 -0.034
C -4.074 -3.364 1.188 -0.098 0.034 -0.023
H -3.747 -5.946 -1.126 0.007 -0.002 0.004
H -2.423 -5.023 -0.361 0.000 0.008 0.001
H -3.437 -6.057 0.628 0.001 0.000 -0.001
H -3.080 -2.931 1.073 -0.003 -0.001 0.074
H -4.065 -3.951 2.108 0.031 -0.035 -0.024
H -4.818 -2.575 1.266 0.015 0.008 0.030
C -3.724 -0.867 -1.234 0.009 0.014 0.057
C -4.516 0.286 -0.676 -0.022 -0.012 -0.030
O -4.080 0.973 0.222 -0.047 -0.057 -0.007
C -5.875 0.536 -1.279 -0.002 0.004 0.030
H -2.776 -0.923 -0.704 0.004 -0.087 -0.077
H -4.288 -1.794 -1.110 -0.008 0.041 -0.052
H -3.553 -0.740 -2.305 -0.013 0.036 0.000
H -6.497 -0.355 -1.169 0.009 -0.010 0.004
H -5.778 0.724 -2.350 0.008 0.001 0.003
H -6.349 1.385 -0.794 -0.001 -0.001 -0.006
C 6.897 2.823 1.416 -0.008 -0.012 0.001
C 6.649 2.096 0.122 -0.040 0.068 0.214
O 5.600 1.522 -0.077 0.040 -0.146 -0.251
C 7.749 2.110 -0.906 -0.012 -0.005 -0.006
H 6.026 2.729 2.061 -0.002 0.004 0.000
H 7.779 2.410 1.911 0.002 -0.002 -0.006
H 7.109 3.876 1.217 0.000 -0.001 -0.005
H 8.656 1.673 -0.482 -0.003 -0.001 0.001
H 7.989 3.139 -1.178 -0.003 -0.001 0.002
H 7.447 1.552 -1.789 0.004 0.003 0.000
```
Forces are in eV/Å.

**Energy above the lowest of the compared OMol25 structures with the same formula, charge and spin**: 0.0 kcal per mole
**Multiplicity**: 1
**LUMO level**: 0.520 eV
**E_HOMO**: -9.1 eV
**Kohn-Sham gap**: 9.586 eV
**Energy**: -51928.598 eV